No. 1
This record from OMol25 describes a 2-piece molecular cluster, C6H20Si3 overall. The level of theory is ωB97M-V/def2-TZVPD.

Output
Highest occupied orbital energy (alpha / beta) = -7.05 / -7.31 eV
LUMO energy (alpha / beta) = -0.6 / -0.1 eV

Last column: natural (NBO) charge in e.
Atoms and positions in Å:
1 C -1.433 3.387 2.639  -1.14
2 C -2.364 0.421 2.069  -1.12
3 C -0.566 0.335 -3.323  -1.08
4 C 1.555 -0.867 1.182  -1.10
5 C 0.280 -2.724 -0.863  -1.07
6 C 3.199 -1.743 -1.352  -1.02
7 Si -2.148 2.131 1.342  1.05
8 Si 0.411 0.699 -1.704  0.55
9 Si 1.410 -1.157 -0.688  1.09
10 H -0.376 3.593 2.981  0.26
11 H -1.480 4.281 2.000  0.23
12 H -2.077 3.562 3.538  0.24
13 H -1.592 -0.084 2.592  0.25
14 H -3.121 0.620 2.807  0.23
15 H -2.852 -0.246 1.428  0.24
16 H -1.293 1.166 -3.568  0.24
17 H 0.107 0.100 -4.075  0.23
18 H -1.124 -0.594 -3.098  0.23
19 H 1.409 0.198 1.469  0.24
20 H 0.736 -1.404 1.674  0.23
21 H 2.364 -1.354 1.639  0.24
22 H 0.601 -3.170 -1.826  0.22
23 H 0.407 -3.502 -0.156  0.23
24 H -0.740 -2.393 -0.918  0.22
25 H 3.066 -1.852 -2.364  0.21
26 H 3.993 -1.053 -1.167  0.23
27 H 3.462 -2.724 -1.014  0.23
28 H -3.323 2.691 0.687  -0.19
29 H 1.487 1.681 -1.929  -0.18

Atoms 1-6, force components in eV/Å:
0.19 1.11 -0.22
-0.83 1.35 0.35
-1.83 0.59 2.42
-1.98 0.96 -0.29
1.30 1.25 -1.76
-1.88 0.86 1.89

=====

No. 2
This record from OMol25 describes a 2-piece molecular cluster, C6H21N5P overall. The level of theory is ωB97M-V/def2-TZVPD.

Output
Net charge = +1
Highest occupied orbital energy (alpha / beta) = -12.78 / -11.88 eV
LUMO energy (alpha / beta) = -4.8 / -4.3 eV

Last column: natural (NBO) charge in e.
Atoms and positions in Å:
1 C -0.768 -1.654 2.665  -0.40
2 C -1.024 0.624 2.037  -0.45
3 C -2.283 -0.432 -1.128  -0.40
4 C -0.428 -1.353 -2.526  -0.41
5 C 1.702 2.128 1.006  -0.48
6 C 0.924 1.971 -1.210  -0.13
7 N 1.773 0.770 -1.447  -0.85
8 N 0.975 -2.016 -0.055  -1.19
9 N -0.501 -0.704 1.637  -0.76
10 N -0.907 -0.888 -1.192  -0.78
11 N 0.569 2.047 0.185  -0.33
12 P 0.149 -0.628 0.064  1.94
13 H -0.666 -2.670 2.344  0.23
14 H -0.261 -1.472 3.598  0.21
15 H -1.788 -1.520 2.921  0.20
16 H -0.673 0.903 3.010  0.20
17 H -0.870 1.402 1.329  0.26
18 H -2.119 0.539 2.185  0.19
19 H -2.475 -0.074 -0.163  0.21
20 H -2.626 0.345 -1.920  0.20
21 H -2.903 -1.258 -1.262  0.21
22 H -0.898 -0.869 -3.317  0.22
23 H 0.621 -0.958 -2.454  0.21
24 H -0.443 -2.412 -2.619  0.21
25 H 2.084 3.085 1.031  0.24
26 H 1.378 2.016 2.096  0.22
27 H 2.500 1.389 0.648  0.16
28 H 1.422 2.771 -1.738  0.22
29 H -0.057 1.814 -1.702  0.20
30 H 2.764 0.890 -0.995  0.39
31 H 1.950 0.652 -2.420  0.39
32 H 1.929 -1.902 0.339  0.42
33 H 0.951 -2.535 -0.950  0.43

Atoms 1-6, force components in eV/Å:
-0.14 -1.06 -0.12
-1.79 -1.08 0.78
0.21 1.53 -1.80
2.64 1.34 2.98
0.16 -2.97 1.96
-1.01 -1.86 -0.44

=====

No. 3
This record from OMol25 describes C6H21O4PSbSi as an isolated structure. The level of theory is ωB97M-V/def2-TZVPD.

Output
Net charge = -1
Highest occupied orbital energy = -3.79 eV
LUMO energy = 2.9 eV

Last column: natural (NBO) charge in e.
Atoms and positions in Å:
1 C 2.357 0.318 1.869  -1.15
2 Si 1.966 0.875 0.125  1.92
3 C 1.254 2.598 0.191  -1.14
4 C 3.494 0.857 -0.980  -1.14
5 O 0.833 -0.085 -0.606  -0.90
6 C 1.170 -1.471 -0.703  -0.08
7 C -0.086 -2.304 -0.801  -0.79
8 Sb -1.612 -1.991 0.799  1.09
9 C -2.778 -0.662 -0.653  -1.28
10 P -3.357 0.874 -0.036  2.35
11 O -4.421 0.822 0.953  -1.11
12 O -3.804 1.758 -1.334  -1.01
13 O -2.105 1.730 0.485  -1.00
14 H 2.761 -0.682 1.925  0.23
15 H 1.430 0.329 2.429  0.26
16 H 3.037 1.021 2.339  0.22
17 H 0.269 2.575 0.637  0.26
18 H 1.140 2.969 -0.821  0.23
19 H 1.865 3.271 0.781  0.22
20 H 4.048 -0.066 -0.862  0.23
21 H 4.152 1.697 -0.803  0.22
22 H 3.125 0.872 -1.998  0.23
23 H 1.772 -1.605 -1.603  0.15
24 H 1.750 -1.827 0.149  0.16
25 H 0.167 -3.360 -0.772  0.20
26 H -0.523 -2.116 -1.777  0.19
27 H -0.820 -0.578 1.467  -0.25
28 H -2.891 -1.841 1.994  -0.21
29 H -2.440 -3.432 0.166  -0.28
30 H -0.637 -3.008 1.898  -0.28
31 H -2.109 -0.438 -1.481  0.22
32 H -3.613 -1.226 -1.045  0.25
33 H -3.221 1.487 -2.069  0.49
34 H -2.172 2.636 0.139  0.50

Atoms 1-6, force components in eV/Å:
-0.24 0.22 -0.38
-0.14 0.13 0.04
-0.05 -0.39 -0.07
-0.44 -0.17 0.36
0.44 0.10 0.20
-0.63 -0.38 -0.21

=====

No. 4
This record from OMol25 describes C6H22FGaNO6P2 as an isolated structure. The level of theory is ωB97M-V/def2-TZVPD.

Output
Net charge = -1
Highest occupied orbital energy = -3.58 eV
LUMO energy = 2.7 eV

Last column: Löwdin charge in e.
Atoms and positions in Å:
1 N 4.285 -0.989 0.250  -0.28
2 P 4.475 -2.588 -0.421  0.57
3 O 4.385 -2.092 -2.028  -0.45
4 Ga 2.381 -3.633 -0.028  0.16
5 F 2.169 -5.070 -1.115  -0.44
6 P 0.771 -1.928 -0.452  0.32
7 O 0.950 -0.818 0.496  -0.39
8 O -0.767 -2.385 -0.576  -0.21
9 O 1.038 -1.320 -1.942  -0.24
10 H 3.748 -0.421 -0.393  -0.01
11 H 3.697 -1.038 1.075  0.00
12 H 4.891 -2.740 -2.536  0.01
13 H 2.250 -4.115 1.481  -0.10
14 H -1.269 -1.675 -1.020  0.04
15 H 1.752 -0.667 -1.837  0.05
16 C -0.934 1.163 -3.353  -0.05
17 C -2.234 0.519 -2.906  -0.50
18 C -3.447 1.209 -3.515  -0.07
19 O -2.328 0.510 -1.481  -0.05
20 H -0.900 2.208 -3.029  0.08
21 H -0.089 0.641 -2.910  0.06
22 H -0.832 1.137 -4.439  0.08
23 H -2.234 -0.532 -3.197  0.14
24 H -3.485 2.255 -3.197  0.08
25 H -4.368 0.727 -3.186  0.08
26 H -3.410 1.185 -4.604  0.08
27 H -2.311 1.424 -1.178  0.09
28 C -1.208 2.525 4.598  -0.08
29 C -0.148 1.716 3.860  -0.50
30 C -0.733 0.948 2.686  -0.06
31 O 0.518 0.838 4.769  -0.05
32 H -1.974 1.858 5.004  0.08
33 H -0.768 3.074 5.431  0.07
34 H -1.697 3.237 3.930  0.07
35 H 0.630 2.391 3.501  0.13
36 H -1.489 0.240 3.040  0.08
37 H 0.029 0.376 2.158  0.05
38 H -1.209 1.626 1.975  0.08
39 H -0.133 0.203 5.085  0.08

Atoms 1-6, force components in eV/Å:
0.12 0.03 0.07
0.18 -0.23 0.16
0.14 -0.19 -0.32
-0.19 -0.06 0.37
0.01 -0.09 -0.23
0.43 -1.11 0.02

=====

No. 5
This record from OMol25 describes a 4-piece molecular cluster, C6H22N2O3 overall. The level of theory is ωB97M-V/def2-TZVPD.

Output
Highest occupied orbital energy = -8.34 eV
LUMO energy = 0.6 eV

Last column: natural (NBO) charge in e.
Atoms and positions in Å:
1 C -1.645 -0.793 -1.683  -0.61
2 C -0.645 -1.741 -1.032  -0.23
3 C -1.324 -2.611 0.022  -0.60
4 C 0.525 -0.978 -0.405  -0.21
5 N 1.437 -0.463 -1.417  -0.64
6 C 2.204 0.719 -1.061  -0.23
7 C 1.624 2.044 -1.554  -0.23
8 N 0.314 2.417 -1.036  -0.85
9 H -1.214 -0.235 -2.517  0.20
10 H -2.481 -1.361 -2.086  0.21
11 H -2.049 -0.075 -0.964  0.19
12 H -0.209 -2.395 -1.791  0.20
13 H -1.686 -1.999 0.852  0.19
14 H -2.186 -3.124 -0.404  0.21
15 H -0.625 -3.348 0.418  0.21
16 H 1.077 -1.666 0.239  0.17
17 H 0.129 -0.183 0.248  0.17
18 H 0.957 -0.328 -2.293  0.35
19 H 3.207 0.633 -1.485  0.19
20 H 2.320 0.773 0.022  0.18
21 H 2.318 2.850 -1.290  0.19
22 H 1.555 2.034 -2.649  0.18
23 H -0.433 1.847 -1.405  0.35
24 H 0.288 2.403 -0.019  0.37
25 O 0.434 -0.512 3.358  -0.97
26 H 0.592 -1.233 2.741  0.48
27 H -0.539 -0.367 3.369  0.51
28 O -2.083 0.563 2.638  -0.97
29 H -1.584 1.323 2.299  0.50
30 H -2.676 0.305 1.926  0.48
31 O 0.473 1.941 2.144  -1.01
32 H 1.306 2.420 2.122  0.48
33 H 0.618 1.141 2.693  0.51

Atoms 1-6, force components in eV/Å:
-0.06 -0.11 -0.15
0.29 0.20 0.36
0.00 0.16 -0.16
-0.16 0.04 -0.05
-0.07 -0.06 0.19
0.13 0.21 -0.32

=====

No. 6
This record from OMol25 describes C6H22N8O6Zn as an isolated structure. The level of theory is ωB97M-V/def2-TZVPD.

Output
Net charge = +2
Highest occupied orbital energy = -15.87 eV
LUMO energy = -4.8 eV

Last column: natural (NBO) charge in e.
Atoms and positions in Å:
1 Zn -26.799 -11.502 19.070  1.76
2 C -27.327 -14.630 18.615  0.81
3 O -27.048 -13.463 18.929  -0.81
4 N -27.913 -15.063 17.496  -0.81
5 N -27.108 -15.649 19.486  -0.81
6 H -28.053 -16.025 17.247  0.42
7 H -28.177 -14.414 16.771  0.41
8 H -26.754 -15.420 20.400  0.42
9 H -27.437 -16.584 19.337  0.41
10 C -26.231 -11.801 16.063  0.81
11 O -26.785 -11.486 17.133  -0.80
12 N -26.116 -11.028 14.964  -0.81
13 N -25.376 -12.850 16.018  -0.83
14 H -25.711 -11.414 14.131  0.41
15 H -26.676 -10.195 14.867  0.42
16 H -24.715 -13.008 15.282  0.41
17 H -25.344 -13.363 16.887  0.42
18 C -23.521 -11.300 18.879  0.81
19 O -24.744 -11.246 19.093  -0.79
20 N -22.942 -11.293 17.672  -0.82
21 N -22.598 -11.538 19.869  -0.81
22 H -23.595 -11.087 16.930  0.40
23 H -21.964 -11.370 17.468  0.43
24 H -21.634 -11.320 19.701  0.41
25 H -23.044 -11.533 20.771  0.41
26 C -26.475 -8.379 18.481  0.81
27 O -26.764 -9.429 19.086  -0.81
28 N -27.194 -7.274 18.569  -0.79
29 N -25.447 -8.352 17.586  -0.82
30 H -28.040 -7.411 19.099  0.42
31 H -26.978 -6.440 18.055  0.42
32 H -25.293 -7.499 17.080  0.40
33 H -24.853 -9.151 17.490  0.41
34 C -29.055 -10.990 20.897  -0.10
35 C -27.734 -10.743 21.649  -0.10
36 O -26.666 -11.581 21.114  -0.79
37 O -28.724 -11.337 19.530  -0.79
38 H -29.711 -10.131 21.029  0.22
39 H -29.520 -11.826 21.421  0.20
40 H -27.840 -10.930 22.718  0.21
41 H -27.371 -9.716 21.587  0.20
42 H -25.877 -11.471 21.652  0.51
43 H -29.494 -11.128 18.990  0.52

Atoms 1-6, force components in eV/Å:
0.99 0.36 -0.05
-0.30 -1.65 1.55
0.09 -1.01 -0.55
-0.38 1.19 -1.69
0.51 0.56 0.48
0.12 -0.18 0.38